1.
ORCA calculation (ωB97M-V/def2-TZVPD) on a 11-piece molecular cluster, C17H56N6O11 overall in a non-equilibrium geometry.

LUMO level = -0.02 eV
SMILES = NC(N)=O.NC(N)=O.NC(N)=O.CCO.CCO.CCO.CCO.CCO.CCO.CO.CO
Energy relative to the best compared isomer or geometry (same formula, charge and spin) = 390.4 kJ/mol
Kohn-Sham gap = 9.1 eV
Energy = -49997.4332 eV
HOMO level = -9.13 eV

```
90
Properties=species:S:1:pos:R:3:forces:R:3
N -1.217 -1.753 -2.527 -0.202 -0.022 -0.748
C -1.949 -0.692 -2.818 -4.217 3.012 3.491
N -1.470 0.009 -3.831 -0.887 2.425 -2.069
O -2.999 -0.178 -2.084 4.255 -3.085 -3.114
H -1.542 -2.311 -1.758 0.207 -0.513 0.433
H -0.544 -2.010 -3.270 -0.047 -0.549 0.826
H -1.994 0.809 -4.222 0.421 -0.966 0.732
H -0.624 -0.231 -4.305 -0.009 -0.335 -0.136
N -1.392 -0.802 1.794 -0.966 3.193 -2.151
C -1.792 -1.383 2.887 -5.439 4.548 4.461
N -1.117 -2.416 3.178 1.612 -7.173 4.762
O -2.783 -0.854 3.715 4.585 -3.060 -4.222
H -1.841 0.114 1.670 0.396 -0.232 -0.609
H -0.511 -0.900 1.313 0.334 -0.218 0.314
H -1.450 -2.973 4.048 0.780 1.562 -2.127
H -0.361 -2.910 2.679 -0.882 1.051 -0.036
N 1.495 0.129 -3.647 -0.154 1.898 0.510
C 1.647 -0.947 -4.408 -2.321 -5.019 1.287
N 2.415 -0.753 -5.456 1.277 -4.116 -2.795
O 1.072 -2.167 -4.181 2.402 5.658 -0.900
H 0.966 0.107 -2.791 0.035 -0.194 -0.003
H 1.810 1.059 -3.993 -0.317 -1.322 0.639
H 2.744 -1.628 -5.949 -0.971 1.457 0.877
H 2.870 0.037 -5.796 0.515 1.715 0.179
C -2.450 -4.713 -0.994 0.151 0.238 1.677
C -2.684 -3.688 0.112 -0.044 -0.128 -1.282
O -1.713 -2.701 -0.095 0.574 0.076 -0.680
H -1.403 -4.970 -1.094 0.335 0.432 -0.138
H -2.875 -4.333 -1.874 -0.402 0.153 -1.500
H -2.888 -5.627 -0.695 -0.978 -1.072 -0.020
H -2.424 -4.090 1.057 -0.598 -0.805 1.199
H -3.699 -3.221 0.060 0.576 -0.647 0.275
H -1.681 -2.180 0.696 -0.159 1.045 0.346
C -1.538 4.098 -1.068 0.704 -0.179 -0.106
C -2.143 3.085 -1.990 -1.248 0.449 -1.345
O -3.001 2.277 -1.293 -1.517 -1.397 1.520
H -0.991 3.637 -0.238 -0.126 -0.044 -0.115
H -2.283 4.779 -0.652 0.087 0.058 -0.201
H -0.806 4.587 -1.701 0.176 0.798 0.254
H -1.372 2.446 -2.458 -0.035 0.563 -0.257
H -2.797 3.653 -2.763 1.427 -0.741 0.521
H -3.166 1.351 -1.666 0.650 0.873 -0.050
C 1.855 0.315 2.629 1.464 0.003 -0.824
C 2.096 -1.156 2.399 -0.931 -0.332 -0.397
O 3.435 -1.325 2.003 1.015 -0.856 0.539
H 2.301 0.869 1.757 -0.499 -0.370 0.877
H 2.318 0.663 3.542 0.445 0.034 0.171
H 0.841 0.581 2.721 -1.396 0.082 -0.159
H 1.514 -1.542 1.557 -0.516 0.279 -0.040
H 1.848 -1.819 3.234 0.124 0.374 0.362
H 3.635 -2.269 2.135 0.238 0.757 -0.194
C 1.184 3.468 2.376 0.945 2.659 1.159
C 0.284 4.707 2.421 -1.361 -1.431 -1.102
O 0.578 5.551 1.319 1.118 -0.215 0.446
H 2.156 3.872 2.757 -0.337 -0.791 -0.570
H 1.305 3.003 1.427 -0.095 -0.178 -0.739
H 0.814 2.809 3.113 -0.283 -0.987 0.654
H 0.347 5.130 3.408 0.532 0.853 0.375
H -0.780 4.410 2.369 0.220 -0.133 -0.262
H -0.166 6.087 1.096 -0.711 0.441 -0.027
C 1.435 -3.484 -1.242 0.956 1.149 -1.573
C 2.704 -3.300 -0.458 -1.186 -1.750 -1.105
O 2.693 -4.363 0.488 1.738 0.010 1.460
H 1.534 -4.348 -1.855 0.088 -0.651 -0.867
H 1.123 -2.623 -1.857 0.743 -0.442 0.099
H 0.616 -3.669 -0.645 -1.613 -0.350 1.860
H 2.662 -2.440 0.084 0.054 2.808 1.124
H 3.579 -3.295 -1.096 0.349 -0.182 -0.155
H 3.406 -4.128 1.140 -0.977 -0.828 -0.908
C -1.865 1.915 3.770 -2.478 -0.085 0.065
C -2.784 2.033 2.516 -0.332 -1.568 3.630
O -2.052 1.843 1.376 0.838 0.247 -0.961
H -2.468 1.829 4.704 0.252 -0.097 -0.775
H -1.322 2.796 3.860 1.187 1.739 0.148
H -1.195 1.103 3.754 0.638 -1.125 -0.187
H -3.244 2.977 2.611 -0.534 1.512 -0.425
H -3.596 1.292 2.631 0.311 0.050 -0.208
H -2.610 2.127 0.651 -0.071 -0.049 -1.205
C 0.242 0.913 -0.622 -2.628 -0.868 1.164
O 0.561 -0.439 -0.530 2.446 -0.070 1.139
H -0.821 0.913 -0.705 -1.087 0.646 -0.820
H 0.692 1.456 -1.366 1.364 1.113 -2.167
H 0.314 1.478 0.260 0.942 0.291 1.649
H -0.107 -0.919 -0.975 -1.120 -1.020 -0.871
C 3.840 1.027 -0.683 -1.084 -0.291 -0.645
O 4.676 0.646 0.358 -0.257 -0.207 0.748
H 4.438 1.363 -1.513 0.371 -0.382 -0.612
H 3.215 1.902 -0.497 -0.227 0.201 0.631
H 3.139 0.192 -0.944 0.592 0.579 -0.263
H 4.111 0.098 0.934 0.773 0.039 0.065
```
Forces are in eV/Å.

2.
ORCA calculation (ωB97M-V/def2-TZVPD) on an isolated molecule of C7H7NO6 in a non-equilibrium geometry.

LUMO level = 0.02 eV
SMILES = O=C1O[C@]2([C@@H](O)CO)N=COC2=C1O
Energy relative to the best compared isomer or geometry (same formula, charge and spin) = 0.0 kJ/mol
Kohn-Sham gap = 9.0 eV
Energy = -21144.4753 eV
HOMO level = -8.97 eV

```
21
Properties=species:S:1:pos:R:3:forces:R:3
O 2.029 2.062 0.706 -1.635 -3.041 -0.513
C 1.491 0.974 0.439 1.155 3.004 1.373
O 0.486 0.371 1.179 0.903 1.910 0.591
C -0.007 -0.665 0.418 -1.263 -1.921 -1.277
C -1.482 -0.207 -0.234 2.646 2.425 -0.391
O -2.573 -0.881 0.218 -0.183 -0.249 0.252
C -1.549 1.335 0.065 -2.994 -0.421 -0.247
O -0.705 2.004 -0.766 2.056 1.437 -1.413
N -0.233 -1.928 1.078 0.530 -2.787 -0.364
C 0.387 -2.874 0.398 -1.118 7.271 1.561
O 1.231 -2.366 -0.553 0.503 -0.830 -1.845
C 1.125 -0.994 -0.504 -0.109 -0.572 0.707
C 1.970 0.041 -0.578 -1.092 -0.804 -0.219
O 3.071 0.266 -1.257 1.339 1.448 -0.491
H -1.430 -0.257 -1.325 0.110 -0.401 0.124
H -2.631 -0.561 1.114 -0.690 -0.433 0.873
H -2.546 1.726 -0.193 -0.428 -0.804 0.151
H -1.427 1.615 1.095 0.382 -0.330 0.773
H -0.861 2.969 -0.736 0.172 -0.898 0.105
H 0.344 -3.869 0.616 0.120 -2.537 0.110
H 3.309 1.238 -1.178 -0.407 -1.469 0.138
```
Forces are in eV/Å.

3.
ORCA calculation (ωB97M-V/def2-TZVPD) on a 3-piece molecular cluster, C3H15N2O2 overall in a non-equilibrium geometry.

LUMO level = -3.04 eV
Total charge = +1
Energy relative to the best compared isomer or geometry (same formula, charge and spin) = 134.7 kJ/mol
Kohn-Sham gap = 9.7 eV
Energy = -10422.6301 eV
HOMO level = -12.75 eV

```
22
Properties=species:S:1:pos:R:3:forces:R:3
N 0.175 0.519 3.282 0.317 -0.257 -0.364
C 0.471 1.358 2.162 -1.764 -0.064 1.170
C -0.725 1.758 1.240 1.336 -0.650 -0.402
N -0.286 1.611 -0.209 0.979 0.069 1.340
C -1.416 1.666 -1.146 0.158 -0.487 -0.679
H 0.011 -0.446 3.062 -0.214 -0.036 0.321
H -0.253 0.883 4.111 -0.177 0.057 -0.085
H 0.280 0.758 -0.263 -0.526 -0.462 -0.477
H 0.853 2.282 2.541 0.568 0.535 0.174
H 1.237 0.870 1.621 0.952 -0.444 -0.969
H -1.656 1.222 1.358 0.027 -0.300 0.214
H -0.856 2.792 1.404 -0.761 1.205 -0.049
H 0.480 2.277 -0.349 -0.566 0.466 -0.503
H -1.115 1.431 -2.150 0.594 0.152 -0.442
H -1.867 2.651 -1.152 -0.251 -0.096 0.353
H -2.058 0.834 -0.881 -0.541 0.354 0.316
H 1.252 -5.597 -2.448 0.058 -0.141 -0.025
H 0.018 -6.489 -2.544 -0.117 -0.563 -0.095
O 0.293 -5.589 -2.404 0.073 0.735 0.126
H 1.820 -0.690 -2.468 0.628 0.311 0.005
H 0.430 -0.758 -2.055 -0.367 0.035 0.067
O 1.182 -0.161 -1.978 -0.404 -0.419 0.004
```
Forces are in eV/Å.

4.
ORCA calculation (ωB97M-V/def2-TZVPD) on a 3-piece molecular cluster, C3H11NO2 overall in a non-equilibrium geometry.

LUMO level = 0.43 eV
SMILES = C/C=C/N.O.O
Energy relative to the best compared isomer or geometry (same formula, charge and spin) = 91.8 kJ/mol
Kohn-Sham gap = 8.1 eV
Energy = -8873.5382 eV
HOMO level = -7.70 eV

```
17
Properties=species:S:1:pos:R:3:forces:R:3
C 2.113 0.800 -2.067 -1.620 1.653 -0.316
C 0.955 0.344 -1.209 0.105 -1.537 -0.072
C 0.120 -0.631 -1.624 0.347 0.409 0.339
N -0.525 -1.522 -0.762 0.127 0.629 -0.187
H 1.905 1.842 -2.361 0.437 0.015 0.024
H 3.072 0.811 -1.562 0.091 -0.407 -0.001
H 2.101 0.258 -3.007 0.434 -0.287 0.055
H 0.963 0.534 -0.139 0.298 0.072 0.042
H -0.037 -0.765 -2.688 0.225 -0.512 -0.022
H -1.384 -1.955 -1.066 -0.042 0.315 0.061
H -0.539 -1.135 0.173 -0.396 -0.336 0.038
O -1.452 0.935 1.224 -0.149 -0.280 0.072
H -0.616 1.359 1.389 0.726 0.286 -0.302
H -1.914 1.140 2.035 -0.612 -0.038 0.330
O -1.872 -0.715 4.149 -0.420 -0.121 -0.407
H -1.874 -0.977 3.217 0.075 0.055 0.298
H -1.014 -0.323 4.298 0.374 0.083 0.050
```
Forces are in eV/Å.

5.
ORCA calculation (ωB97M-V/def2-TZVPD) on C4H5F3N2 as an isolated structure in a non-equilibrium geometry.

LUMO level = -0.19 eV
Energy relative to the best compared isomer or geometry (same formula, charge and spin) = 382.1 kJ/mol
Kohn-Sham gap = 9.6 eV
Energy = -15357.2747 eV
HOMO level = -9.80 eV

```
14
Properties=species:S:1:pos:R:3:forces:R:3
C -1.354 0.892 -0.936 1.160 -0.347 0.423
C -1.702 -0.296 -0.425 -3.929 0.501 -2.044
C 0.062 1.140 -0.537 3.202 -1.958 1.274
C 1.410 -0.684 1.198 2.663 3.513 -0.940
N -0.716 -0.849 0.350 0.391 -1.397 0.401
N 0.286 -0.029 0.338 1.692 -1.446 1.760
F 1.050 1.170 -1.519 -1.312 -0.162 -0.173
F -0.303 -2.019 -0.670 -0.331 -0.102 0.000
F 0.385 2.242 0.170 -0.904 0.446 0.183
H -1.715 1.666 -1.556 -1.313 0.154 -0.585
H -2.673 -0.925 -0.547 2.020 1.478 0.139
H 1.469 -0.026 2.148 -0.104 -1.625 -1.288
H 2.462 -0.489 0.638 -2.519 -0.460 1.181
H 1.340 -1.794 1.347 -0.717 1.405 -0.333
```
Forces are in eV/Å.

6.
ORCA calculation (ωB97M-V/def2-TZVPD) on a 2-piece molecular cluster, Cl3OPS overall in a non-equilibrium geometry.

LUMO level (spin up / spin down) = -3.87 / -3.89 eV
Energy relative to the best compared isomer or geometry (same formula, charge and spin) = 312.1 kJ/mol
Kohn-Sham gap (spin up / spin down) = 5.0 / 4.9 eV
Energy = -59737.5487 eV
HOMO level (spin up / spin down) = -8.83 / -8.83 eV

```
6
Properties=species:S:1:pos:R:3:forces:R:3
O -0.996 0.667 1.412 0.439 0.259 -0.212
P -0.848 0.237 0.018 0.819 -0.415 -0.189
S 2.372 -0.152 -1.021 -1.829 0.205 -1.153
Cl -2.465 0.724 -1.088 0.218 0.043 -0.194
Cl -0.687 -1.762 -0.144 -0.250 -0.394 -0.028
Cl 2.625 0.286 0.823 0.604 0.302 1.776
```
Forces are in eV/Å.